Entry from OMol25: C24H29Br3CaCl4KN2O10S as an isolated structure in a non-equilibrium geometry (wB97M-V/def2-TZVPD).

```
75
C24H29Br3CaCl4KN2O10S (wB97M-V/def2-TZVPD)
O 0.032 3.531 3.610
C -0.357 2.805 2.736
C -1.639 2.136 2.682
C -1.787 0.901 2.123
C -3.059 0.244 2.063
C -3.154 -0.443 0.717
C -3.356 -1.991 0.616
O -4.331 -1.015 0.348
C -0.586 0.247 1.583
O -0.394 -0.938 1.588
C 0.354 1.216 0.958
C 1.105 0.918 -0.185
C 1.010 -0.505 -0.782
C 2.322 -1.242 -0.349
C 2.161 -2.765 -0.120
S 1.998 -3.397 1.575
O 3.097 -4.246 1.891
O 0.701 -3.951 1.778
O 2.203 -2.122 2.520
C 1.911 1.930 -0.755
C 2.015 3.186 -0.183
C 1.315 3.458 0.975
C 0.480 2.514 1.520
H -2.490 2.642 3.114
H -3.896 0.937 2.083
H -3.141 -0.570 2.968
H -2.495 0.028 -0.098
H -2.700 -2.246 -0.202
H -3.287 -2.350 1.625
H 0.975 -0.377 -1.853
H 0.134 -1.051 -0.459
H 2.721 -0.714 0.516
H 3.033 -1.086 -1.155
H 1.335 -3.139 -0.702
H 3.066 -3.196 -0.513
H 1.729 -1.353 2.183
H 2.478 1.809 -1.652
H 2.648 3.952 -0.605
H 1.429 4.427 1.440
O -0.342 0.621 -3.265
C -0.824 -0.395 -3.749
O -0.173 -1.076 -4.671
C -0.993 -2.186 -5.144
C -1.987 -2.435 -4.019
C -2.161 -1.027 -3.441
H -1.473 -1.877 -6.073
H -0.354 -3.039 -5.345
H -2.911 -2.896 -4.354
H -1.541 -3.087 -3.267
H -2.941 -0.457 -3.950
H -2.350 -1.040 -2.367
K 3.098 0.405 -3.022
C 1.721 1.567 4.821
N 0.565 0.917 5.513
O 0.612 0.751 6.703
O -0.396 0.593 4.810
H 2.574 1.832 5.538
H 2.087 0.861 4.079
H 1.302 2.454 4.352
Cl -5.199 -3.892 1.246
Ca -1.226 2.001 -0.927
Cl 2.110 -5.326 -0.646
C -6.077 3.352 3.431
Br -5.920 1.921 2.158
Br -5.047 3.013 5.004
Br -5.617 5.053 2.629
H -7.115 3.411 3.722
Cl 4.200 1.134 6.390
C 6.550 0.148 -7.576
C 5.214 0.309 -7.024
N 4.164 0.437 -6.592
H 6.524 -0.562 -8.400
H 6.915 1.106 -7.941
H 7.224 -0.222 -6.807
Cl -3.792 -0.552 4.585
```

DFT total energy: -354618.22892 eV
HOMO-LUMO gap: 2.3 eV
charge: -1

Entry from OMol25: a 9-piece molecular cluster, C18H54O17 overall in a non-equilibrium geometry (wB97M-V/def2-TZVPD).

```
89
C18H54O17 (wB97M-V/def2-TZVPD)
C 5.412 -2.556 0.553
C 4.818 -1.962 -0.726
O 4.652 -2.822 -1.823
H 6.450 -2.872 0.424
H 4.811 -3.431 0.961
H 5.590 -1.867 1.382
H 5.408 -1.081 -0.984
H 3.818 -1.607 -0.460
H 5.451 -3.374 -1.904
C -0.863 -2.137 2.753
C 0.548 -1.524 3.011
O 1.398 -1.647 1.857
O -1.445 -1.496 1.625
H -1.460 -2.138 3.692
H -0.688 -3.203 2.487
H 1.091 -2.053 3.837
H 0.408 -0.498 3.362
H 0.861 -2.017 1.167
H -2.101 -2.071 1.190
C 1.644 5.324 0.305
C 1.680 5.055 1.833
O 2.686 4.130 2.138
O 0.631 4.935 -0.545
H 2.644 4.912 -0.047
H 1.742 6.470 0.260
H 0.702 4.548 2.135
H 1.798 6.000 2.402
H 3.515 4.624 1.919
H 0.553 3.963 -0.450
C -3.494 -3.723 -0.813
C -4.684 -4.384 -0.180
O -4.543 -4.452 1.229
O -3.072 -2.481 -0.209
H -3.718 -3.614 -1.907
H -2.604 -4.326 -0.728
H -4.600 -5.444 -0.579
H -5.630 -3.917 -0.450
H -4.285 -3.579 1.556
H -2.951 -1.764 -0.830
C 1.337 -3.473 -1.213
C 1.491 -2.452 -2.362
O 0.244 -2.223 -3.165
O 0.490 -2.949 -0.251
H 2.359 -3.379 -0.720
H 1.184 -4.431 -1.622
H 2.365 -2.744 -3.040
H 1.721 -1.472 -2.003
H 0.352 -1.371 -3.584
H -0.339 -2.676 -0.640
C -1.262 1.296 -1.968
C 0.011 2.075 -1.887
O 0.516 2.030 -0.513
O -1.137 0.081 -1.285
H -1.662 1.208 -2.974
H -1.989 1.905 -1.420
H -0.164 3.112 -2.258
H 0.854 1.719 -2.504
H 1.311 1.453 -0.570
H -1.044 0.333 -0.337
C -2.788 1.806 2.172
C -1.466 2.638 2.183
O -0.274 1.820 2.268
O -2.805 0.822 1.172
H -3.642 2.416 2.049
H -2.889 1.350 3.177
H -1.566 3.296 3.045
H -1.304 3.245 1.277
H -0.120 1.681 1.286
H -2.238 0.114 1.537
C 3.712 0.771 1.596
C 4.592 1.803 1.092
O 5.542 1.216 0.123
O 2.806 0.340 0.586
H 3.099 1.172 2.413
H 4.141 -0.124 1.985
H 5.058 2.236 1.964
H 4.034 2.547 0.557
H 5.764 1.851 -0.578
H 2.129 -0.269 0.952
C -4.885 0.371 -2.155
C -5.570 1.033 -3.408
O -4.816 2.030 -4.005
O -4.720 1.108 -0.941
H -3.935 -0.097 -2.456
H -5.573 -0.455 -1.964
H -6.541 1.455 -3.101
H -5.735 0.187 -4.108
H -4.841 2.822 -3.478
H -3.979 0.848 -0.369
```

DFT total energy: -54344.21260 eV
HOMO-LUMO gap: 10.3 eV
charge: 0
structure (SMILES): OCCO.OCCO.OCCO.OCCO.OCCO.OCCO.OCCO.OCCO.CCO
energy above the lowest of the compared OMol25 structures with the same formula, charge and spin: 22.4 kcal per mole

Entry from OMol25: one molecule with the formula C20H21N3O3S (wB97M-V/def2-TZVPD).

```
48
C20H21N3O3S (wB97M-V/def2-TZVPD)
C -4.750 1.737 -2.348
C -4.564 0.236 -2.202
O -5.259 -0.182 -1.051
C -4.878 -1.434 -0.546
C -5.341 -1.531 0.908
H -6.429 -1.486 0.940
H -5.017 -2.490 1.318
C -4.786 -0.373 1.743
N -3.345 -0.317 1.694
C -2.681 0.710 1.110
O -3.219 1.736 0.746
C -1.212 0.478 0.940
C -0.449 -0.234 1.860
C 0.901 -0.431 1.638
C 1.486 0.071 0.486
C 0.745 0.806 -0.425
C -0.600 1.015 -0.188
H -1.199 1.591 -0.877
H 1.220 1.209 -1.306
N 2.879 -0.161 0.241
C 3.261 -1.422 -0.122
S 2.199 -2.665 -0.316
N 4.586 -1.631 -0.339
C 5.549 -0.657 -0.236
C 6.893 -0.930 -0.483
C 7.826 0.081 -0.368
C 7.439 1.368 -0.009
C 6.111 1.645 0.236
C 5.154 0.637 0.125
C 3.741 0.931 0.389
O 3.313 2.013 0.717
H 5.777 2.632 0.517
H 8.179 2.148 0.077
H 8.866 -0.133 -0.560
H 7.191 -1.929 -0.761
H 4.846 -2.571 -0.611
H 1.500 -0.983 2.347
H -0.895 -0.615 2.767
H -2.848 -1.173 1.883
H -5.117 -0.473 2.782
H -5.146 0.573 1.335
H -3.782 -1.545 -0.598
H -5.323 -2.249 -1.141
H -3.492 0.000 -2.097
H -4.941 -0.300 -3.090
H -4.216 2.099 -3.222
H -4.368 2.227 -1.456
H -5.806 1.971 -2.449
```

DFT total energy: -42530.50538 eV
HOMO-LUMO gap: 8.5 eV
charge: 0
structure (SMILES): CCOCCCNC(=O)c1ccc(-n2c(=S)[nH]c3ccccc3c2=O)cc1
energy above the lowest of the compared OMol25 structures with the same formula, charge and spin: 19.9 kcal per mole

Entry from OMol25: one molecule with the formula C7H12 (wB97M-V/def2-TZVPD).

```
19
C7H12 (wB97M-V/def2-TZVPD)
C 2.973 0.396 -0.658
C 1.485 0.405 -0.998
C 0.607 0.108 0.144
C -0.626 0.917 0.172
C -1.858 0.166 0.644
C -2.076 -1.188 0.029
C -1.660 -1.070 1.468
H 3.587 0.499 -1.557
H 3.241 -0.525 -0.134
H 3.200 1.237 0.005
H 1.205 1.268 -1.628
H 1.244 -0.502 -1.595
H -0.628 -1.303 1.708
H -0.841 1.520 -0.729
H -0.302 1.639 0.955
H -2.737 0.778 0.833
H -3.088 -1.512 -0.193
H -1.332 -1.516 -0.695
H -2.394 -1.316 2.229
```

DFT total energy: -7449.29165 eV
HOMO-LUMO gap: 8.6 eV
charge: 0
energy above the lowest of the compared OMol25 structures with the same formula, charge and spin: 95.5 kcal per mole